No. 1
Below is the molecule C6H10O, with properties calculated with wB97M-V/def2-TZVPD.

Geometry as XYZ:
```
17
Properties=species:S:1:pos:R:3
C -1.892 -0.463 1.291
C -0.763 -0.724 0.957
C 0.545 -0.525 0.318
C 0.997 -1.715 -0.530
O 1.563 -0.360 1.301
C 0.420 0.777 -0.622
C -0.842 1.660 -0.535
H -2.893 -0.250 1.587
H 1.250 -2.590 0.077
H 0.212 -1.986 -1.240
H 1.890 -1.420 -1.089
H 1.224 0.214 2.000
H 1.319 1.347 -0.371
H 0.544 0.427 -1.653
H -0.661 2.653 -0.107
H -1.571 1.168 0.119
H -1.343 1.783 -1.503
```

## Properties
E_HOMO   -0.3684 Eh
Structure (SMILES)   C#C[C@](C)(O)CC
Frontier orbital gap   10.992 eV
Energy relative to the best compared isomer or geometry (same formula, charge and spin)   204.4 kJ/mol

These are the Mulliken partial charges, in e, on atoms 1 to 4: atom 1 (C): -0.143, atom 2 (C): -0.785, atom 3 (C): 1.539, atom 4 (C): -1.691


No. 2
Below is the molecule C32H38N2O6 at a distorted geometry, with properties calculated with wB97M-V/def2-TZVPD.

Geometry as XYZ:
```
78
Properties=species:S:1:pos:R:3
C -1.069 -2.339 1.910
C -0.691 -3.584 1.683
C -1.559 -4.784 1.895
C -1.626 -5.734 0.673
C -0.249 -6.075 0.190
C 0.177 -5.768 -1.023
C -0.704 -5.049 -2.003
O 0.023 -4.139 -2.817
N 0.592 -3.133 -2.036
C 1.101 -2.170 -2.685
C 1.608 -1.004 -1.995
C 1.938 0.133 -2.733
C 2.259 1.311 -2.091
C 2.227 1.375 -0.704
C 2.571 2.642 0.006
O 3.699 3.099 -0.071
N 1.602 3.256 0.745
C 0.235 2.756 0.896
C -0.309 2.199 -0.399
C -0.930 0.958 -0.430
C -1.460 0.459 -1.605
C -1.397 1.196 -2.779
C -1.954 0.648 -4.056
C -0.806 2.454 -2.739
C -0.273 2.952 -1.566
C -0.728 3.879 1.348
C -2.096 3.287 1.681
C -0.174 4.648 2.544
C 1.168 5.255 2.163
C 2.124 4.134 1.778
C 2.507 3.286 2.992
O 2.347 2.096 3.073
O 3.063 4.029 3.949
C 3.505 3.332 5.107
C 2.004 0.218 0.039
C 1.693 -0.961 -0.602
C -1.842 -4.336 -1.241
C -2.928 -3.807 -2.186
O -2.484 -2.749 -2.993
O -2.467 -5.234 -0.352
H -0.397 -1.511 1.768
H -2.066 -2.100 2.244
H 0.315 -3.797 1.347
H -2.576 -4.476 2.143
H -1.158 -5.362 2.733
H -2.133 -6.653 0.998
H 0.386 -6.580 0.903
H 1.175 -5.998 -1.365
H -1.123 -5.763 -2.725
H 1.109 -2.150 -3.777
H 1.916 0.096 -3.812
H 2.501 2.196 -2.658
H 0.227 1.971 1.665
H -0.991 0.370 0.473
H -1.920 -0.518 -1.616
H -2.324 -0.363 -3.908
H -1.188 0.636 -4.830
H -2.773 1.272 -4.412
H -0.759 3.047 -3.641
H 0.200 3.924 -1.562
H -0.844 4.580 0.515
H -2.777 4.076 1.990
H -2.521 2.782 0.818
H -2.011 2.570 2.495
H -0.877 5.432 2.834
H -0.051 3.973 3.394
H 1.041 5.928 1.313
H 1.601 5.817 2.990
H 3.060 4.553 1.386
H 2.662 2.844 5.602
H 4.239 2.572 4.832
H 3.951 4.078 5.759
H 2.061 0.263 1.117
H 1.484 -1.860 -0.045
H -1.394 -3.490 -0.698
H -3.755 -3.418 -1.589
H -3.305 -4.640 -2.798
H -1.679 -3.036 -3.446
```

## Properties
E_HOMO   -0.2994 Eh
Structure (SMILES)   C=CC[C@@H]1C=C[C@H](O/N=C/c2ccc(C(=O)N3[C@H](c4ccc(C)cc4)[C@@H](C)CC[C@H]3C(=O)OC)cc2)[C@@H](CO)O1
Frontier orbital gap   8.439 eV
Energy relative to the best compared isomer or geometry (same formula, charge and spin)   0.0 kJ/mol

These are the Mulliken partial charges, in e, on atoms 1 to 4: atom 1 (C): -0.597, atom 2 (C): 0.025, atom 3 (C): -1.186, atom 4 (C): 0.234


No. 3
Below is a cluster of 11 separate species, C42H79FO33 in total at a distorted geometry, with properties calculated with wB97M-V/def2-TZVPD.

Geometry as XYZ:
```
155
Properties=species:S:1:pos:R:3
O -0.433 3.807 -1.061
C -1.082 4.742 -0.633
O -0.995 5.172 0.648
C -2.191 5.787 1.092
C -2.748 6.203 -0.257
F -2.142 7.342 -0.477
O -2.202 5.248 -1.092
H -2.845 5.120 1.653
H -2.120 6.685 1.705
H -3.813 6.383 -0.399
C 7.237 -4.878 2.821
C 6.081 -5.872 2.301
O 4.778 -5.244 2.367
C 4.344 -4.584 1.276
O 4.931 -4.404 0.220
O 3.120 -4.197 1.545
C 2.446 -3.378 0.644
H 7.660 -4.376 1.951
H 8.036 -5.458 3.282
H 6.869 -4.157 3.551
H 6.076 -6.819 2.840
H 6.325 -6.206 1.293
H 2.633 -2.305 0.700
H 1.384 -3.602 0.738
H 2.692 -3.685 -0.373
C -3.892 1.857 -2.254
C -4.361 1.798 -0.806
O -5.642 2.321 -0.759
C -5.949 3.610 -0.466
O -5.176 4.472 -0.135
O -7.199 3.830 -0.661
C -7.777 5.051 -0.217
H -3.401 2.800 -2.497
H -4.719 1.846 -2.963
H -3.204 1.028 -2.419
H -3.731 2.298 -0.071
H -4.576 0.778 -0.489
H -8.826 5.178 -0.485
H -7.231 5.829 -0.751
H -7.609 5.225 0.846
C 2.935 -2.449 4.633
C 4.022 -1.635 3.895
O 3.487 -1.097 2.669
C 4.264 -0.469 1.786
O 5.407 -0.151 2.015
O 3.492 -0.080 0.728
C 4.066 0.823 -0.243
H 1.890 -2.158 4.529
H 3.068 -2.421 5.715
H 2.961 -3.494 4.324
H 4.921 -2.208 3.669
H 4.274 -0.801 4.550
H 4.754 0.340 -0.936
H 4.477 1.689 0.277
H 3.292 1.231 -0.893
C 1.535 0.796 -2.673
C 0.119 0.658 -3.183
O -0.181 1.700 -4.089
C 0.054 1.529 -5.447
O 0.104 0.456 -6.085
O 0.058 2.745 -5.974
C -0.114 2.982 -7.392
H 1.725 0.004 -1.949
H 1.504 1.715 -2.087
H 2.261 0.796 -3.486
H -0.553 0.612 -2.326
H -0.007 -0.286 -3.714
H 0.727 3.052 -8.081
H -0.716 3.876 -7.553
H -0.794 2.247 -7.824
C -1.351 -0.861 5.311
C -0.440 -0.404 4.172
O 0.709 0.172 4.784
C 0.730 1.471 5.007
O -0.188 2.220 4.837
O 2.027 1.793 5.421
C 2.403 3.139 5.710
H -1.566 -0.052 6.009
H -0.872 -1.642 5.901
H -2.239 -1.373 4.941
H -0.939 0.280 3.486
H -0.121 -1.301 3.643
H 2.848 3.185 6.704
H 1.596 3.865 5.621
H 3.156 3.480 4.999
C -0.697 -6.712 0.660
C -1.237 -6.614 -0.735
O -0.336 -6.146 -1.788
C 0.529 -7.025 -2.372
O 0.562 -8.193 -2.179
O 1.349 -6.301 -3.138
C 2.134 -6.888 -4.195
H -0.538 -7.735 1.001
H -1.375 -6.278 1.395
H 0.230 -6.168 0.843
H -2.071 -5.914 -0.802
H -1.653 -7.613 -0.865
H 1.845 -6.405 -5.128
H 1.871 -7.926 -4.400
H 3.206 -6.728 -4.079
C 2.895 5.563 -0.068
C 3.827 5.237 1.016
O 3.909 6.229 2.032
C 4.738 5.985 3.077
O 5.483 5.002 3.274
O 4.741 7.069 3.872
C 5.210 6.988 5.234
H 3.202 6.536 -0.451
H 1.889 5.626 0.349
H 2.872 4.923 -0.950
H 4.797 4.938 0.619
H 3.364 4.320 1.380
H 6.287 6.861 5.349
H 4.654 6.262 5.827
H 5.017 7.939 5.731
C -1.824 -2.947 0.320
C -1.897 -1.760 -0.657
O -0.839 -0.908 -0.472
C -0.915 0.149 0.296
O -1.937 0.605 0.789
O 0.353 0.609 0.436
C 0.668 1.885 1.029
H -0.846 -3.414 0.206
H -2.664 -3.603 0.090
H -1.958 -2.654 1.361
H -2.919 -1.404 -0.531
H -1.940 -2.262 -1.624
H 1.141 1.758 2.003
H -0.236 2.468 1.202
H 1.393 2.398 0.397
C -4.473 -0.907 -7.700
C -3.394 -0.344 -6.763
O -3.231 -1.229 -5.705
C -2.172 -1.991 -5.593
O -1.237 -2.031 -6.402
O -2.250 -2.715 -4.450
C -1.186 -3.568 -4.135
H -4.221 -1.908 -8.051
H -4.693 -0.300 -8.579
H -5.471 -0.954 -7.265
H -3.584 0.659 -6.380
H -2.497 -0.239 -7.374
H -0.448 -2.980 -3.588
H -0.700 -4.035 -4.991
H -1.672 -4.345 -3.545
O -5.758 -2.671 0.113
C -5.524 -1.984 1.068
O -6.177 -0.831 1.319
C -5.555 -0.185 2.447
C -4.275 -1.074 2.782
O -4.468 -2.122 1.874
H -5.146 0.789 2.176
H -6.071 -0.081 3.402
H -4.196 -1.500 3.782
H -3.418 -0.428 2.593
```

## Properties
E_HOMO   -0.3771 Eh
Structure (SMILES)   O=C1OC[C@@H](F)O1.CCOC(=O)OC.CCOC(=O)OC.CCOC(=O)OC.CCOC(=O)OC.CCOC(=O)OC.CCOC(=O)OC.CCOC(=O)OC.CCOC(=O)OC.CCOC(=O)OC.O=C1OCCO1
Frontier orbital gap   10.617 eV

These are the Mulliken partial charges, in e, on atoms 1 to 4: atom 1 (O): -0.258, atom 2 (C): 0.398, atom 3 (O): -0.317, atom 4 (C): -0.410


No. 4
Below is a cluster of 2 separate species, C7H12O in total at a distorted geometry, with properties calculated with wB97M-V/def2-TZVPD.

Geometry as XYZ:
```
20
Properties=species:S:1:pos:R:3
C -1.448 2.281 -0.855
C -0.112 2.729 -0.346
C 0.763 1.948 0.269
O 1.965 2.444 0.699
H -1.563 2.385 -1.933
H -1.603 1.239 -0.568
H -2.245 2.858 -0.381
H 0.241 3.730 -0.578
H 0.562 0.906 0.497
H 2.450 1.766 1.164
C -0.837 -1.868 1.713
C -0.674 -2.635 0.633
C 0.045 -2.247 -0.571
C 0.284 -3.114 -1.563
H -0.495 -0.839 1.722
H -1.454 -2.174 2.546
H -0.953 -3.684 0.688
H 0.550 -1.286 -0.574
H 0.717 -2.789 -2.498
H -0.097 -4.125 -1.485
```

## Properties
E_HOMO   -0.3178 Eh
Structure (SMILES)   C/C=C/O.C=CC=C
Frontier orbital gap   9.435 eV
Energy relative to the best compared isomer or geometry (same formula, charge and spin)   196.0 kJ/mol

These are the Mulliken partial charges, in e, on atoms 1 to 4: atom 1 (C): -0.953, atom 2 (C): -0.168, atom 3 (C): 0.242, atom 4 (O): -0.508


No. 5
Below is the molecule C6H11NO4, with properties calculated with wB97M-V/def2-TZVPD.

Geometry as XYZ:
```
22
Properties=species:S:1:pos:R:3
C 1.652 2.175 0.661
C 0.989 0.881 0.196
C -0.269 0.536 1.016
C -1.558 0.540 0.194
N -2.687 0.312 1.095
C -1.653 -0.486 -0.951
O -2.491 -0.349 -1.804
O -0.887 -1.572 -0.918
C 1.950 -0.289 0.205
O 1.589 -1.441 0.302
O 3.224 0.044 0.071
H 1.980 2.084 1.694
H 0.943 2.995 0.591
H 2.516 2.408 0.045
H 0.706 1.002 -0.859
H -0.401 1.270 1.811
H -0.150 -0.436 1.503
H -1.707 1.530 -0.253
H -2.658 -0.635 1.463
H -3.559 0.419 0.589
H -0.138 -1.560 -0.285
H 3.787 -0.747 0.054
```

## Properties
E_HOMO   -0.3478 Eh
Structure (SMILES)   C[C@H](C[C@H](N)C(=O)O)C(=O)O
Frontier orbital gap   9.861 eV
Energy relative to the best compared isomer or geometry (same formula, charge and spin)   0.0 kJ/mol

These are the Mulliken partial charges, in e, on atoms 1 to 4: atom 1 (C): -1.821, atom 2 (C): 0.761, atom 3 (C): -1.545, atom 4 (C): 0.516


No. 6
Below is a cluster of 2 separate species, C3H9ClNO in total at a distorted geometry, with properties calculated with wB97M-V/def2-TZVPD.

Geometry as XYZ:
```
15
Properties=species:S:1:pos:R:3
C -0.866 -0.423 -0.457
C -0.456 1.261 1.170
C 1.216 0.889 -0.620
N 0.108 0.425 0.151
O 1.379 -0.105 0.317
Cl 0.360 -3.467 -1.121
H -1.426 0.054 -1.289
H -0.425 -1.332 -0.757
H -1.499 -0.810 0.266
H 0.533 1.608 1.585
H -1.056 2.077 0.755
H -1.105 0.677 1.907
H 1.334 1.935 -0.313
H 0.768 -3.607 0.153
H 1.136 0.817 -1.748
```

## Properties
Charge   +1
E_HOMO   -0.5561 Eh
Frontier orbital gap   12.034 eV
Energy relative to the best compared isomer or geometry (same formula, charge and spin)   336.1 kJ/mol

These are the Mulliken partial charges, in e, on atoms 1 to 4: atom 1 (C): -0.604, atom 2 (C): -0.778, atom 3 (C): -0.216, atom 4 (N): 0.456